{
  "formula": "C33H87N5O10",
  "method": "the ωB97M-V functional and the def2-TZVPD basis",
  "multiplicity": 2,
  "charge": 1,
  "energy_ev": -63540.1138,
  "s_squared": 0.754,
  "relative_energy_kj_mol": 49.7,
  "gap_ev": [7.98, 3.07],
  "species": ["C", "C", "C", "O", "H", "H", "H", "H", "H", "H", "H", "H", "C", "C", "C", "O", "H", "H", "H", "H", "H", "H", "H", "H", "C", "C", "C", "O", "H", "H", "H", "H", "H", "H", "H", "H", "C", "O", "C", "C", "N", "C", "C", "O", "C", "H", "H", "H", "H", "H", "H", "H", "H", "H", "H", "H", "H", "H", "H", "H", "C", "O", "C", "C", "N", "C", "C", "O", "C", "H", "H", "H", "H", "H", "H", "H", "H", "H", "H", "H", "H", "H", "H", "H", "C", "C", "C", "O", "C", "N", "H", "H", "H", "H", "H", "H", "H", "H", "H", "H", "H", "C", "C", "C", "O", "C", "N", "H", "H", "H", "H", "H", "H", "H", "H", "H", "H", "H", "C", "C", "C", "O", "C", "N", "H", "H", "H", "H", "H", "H", "H", "H", "H", "H", "H"],
  "coordinates": [[2.23247, 1.03802, 3.54366], [2.33697, -0.54299, 3.40937], [3.71328, -1.07101, 3.43098], [1.61607, -0.93994, 4.53441], [1.21685, 1.43373, 3.54628], [2.74264, 1.50147, 2.69924], [2.79802, 1.36533, 4.41608], [1.78438, -0.90713, 2.54326], [3.71873, -2.14982, 3.58665], [4.32719, -0.69428, 4.24909], [4.37671, -0.65134, 2.67479], [2.10480, -0.84867, 5.35565], [-3.43711, -3.66982, 3.09012], [-4.74141, -3.35469, 2.32853], [-5.29110, -1.94416, 2.72999], [-4.44581, -3.21545, 0.94629], [-2.62147, -2.98200, 3.31312], [-2.87585, -4.56856, 2.83448], [-3.86798, -3.67337, 4.09135], [-5.46722, -4.15365, 2.48000], [-6.09308, -1.65704, 2.04992], [-4.59128, -1.10908, 2.76146], [-5.70705, -2.04151, 3.73279], [-5.22646, -3.31481, 0.39645], [-2.40056, 0.52828, 0.45138], [-0.90078, 0.26277, -0.03997], [0.24574, 1.22473, 0.51064], [-0.55827, -0.95778, 0.57934], [-2.47879, 0.54092, 1.53851], [-3.06339, -0.24757, 0.06822], [-2.82794, 1.45530, 0.06916], [-0.80718, 0.19172, -1.12361], [1.26311, 0.84348, 0.59847], [-0.04722, 1.54997, 1.50888], [0.33820, 2.16257, -0.03708], [-1.17167, -0.95618, 1.31781], [0.93802, 7.70866, 1.29612], [0.64604, 7.48147, 2.69699], [0.03895, 6.22464, 3.02058], [-1.45907, 6.08392, 2.87620], [-1.96190, 6.03515, 1.53258], [-1.41635, 4.95215, 0.82725], [-2.02348, 4.79645, -0.56485], [-1.40751, 5.73863, -1.48694], [-2.08285, 6.05331, -2.69683], [1.63725, 8.53868, 1.19490], [0.12087, 8.07012, 0.67186], [1.36491, 6.79123, 0.89093], [0.28654, 6.06027, 4.06928], [0.49739, 5.39502, 2.48238], [-1.95805, 6.80778, 3.52052], [-1.70085, 5.14886, 3.38148], [-1.58874, 6.87534, 1.11434], [-1.65443, 3.99920, 1.29978], [-0.33628, 5.09367, 0.78829], [-3.11254, 4.82750, -0.59776], [-1.76668, 3.81600, -0.96595], [-2.52436, 7.01811, -2.44714], [-2.88419, 5.39873, -3.03959], [-1.35512, 6.18642, -3.49732], [7.06742, -1.59783, -7.15528], [6.31362, -2.01709, -6.07113], [5.18741, -2.75426, -6.54962], [4.16654, -3.10441, -5.49127], [3.59522, -1.79582, -5.03321], [2.96417, -1.90438, -3.69380], [2.01898, -0.73555, -3.29072], [2.89067, 0.48829, -3.02819], [2.18624, 1.68018, -2.89599], [7.38661, -2.40364, -7.81625], [7.93626, -1.15471, -6.66861], [6.57491, -0.75953, -7.64803], [5.51449, -3.74693, -6.85898], [4.77750, -2.34979, -7.47508], [4.41610, -3.67395, -4.59604], [3.42461, -3.61653, -6.10394], [4.08687, -0.93009, -5.20327], [3.72581, -1.89548, -2.91411], [2.46319, -2.86947, -3.61828], [1.59768, -1.06784, -2.34193], [1.31802, -0.44941, -4.07485], [1.85518, 1.82408, -1.86750], [1.37049, 1.93396, -3.57292], [2.95558, 2.43919, -3.03785], [-2.14341, -2.90858, -3.86805], [-2.59420, -2.04375, -2.75385], [-3.00657, -0.68584, -3.29891], [-1.83266, -0.04837, -3.62421], [-1.82923, 1.38653, -3.73540], [-3.74850, -2.73084, -2.20645], [-1.47628, -3.69457, -3.51411], [-1.49196, -2.17263, -4.33932], [-3.02002, -3.09774, -4.48761], [-1.74963, -2.01705, -2.06531], [-3.53297, -0.26438, -2.44253], [-3.64166, -0.57076, -4.17727], [-2.58836, 1.49792, -4.50961], [-0.88055, 1.80751, -4.06837], [-2.20312, 1.88035, -2.83849], [-4.47440, -2.24630, -1.69812], [-3.38015, -3.28724, -1.44827], [0.79171, -3.73038, -1.14064], [1.94808, -3.71970, -0.18054], [3.30230, -4.31902, -0.56769], [3.11722, -5.62961, -1.06890], [4.35297, -6.30055, -1.18888], [2.16556, -2.47507, 0.33833], [0.00004, -3.06795, -0.79061], [0.48905, -4.77174, -1.25050], [1.02946, -3.39468, -2.15004], [1.62492, -4.28099, 0.69617], [3.98871, -4.18029, 0.26760], [3.75728, -3.66144, -1.30840], [4.28760, -6.95438, -2.05854], [4.57251, -7.07358, -0.45246], [5.24523, -5.67598, -1.23236], [2.69846, -1.87050, -0.27046], [1.27065, -2.01008, 0.39325], [-1.87774, -0.89637, 6.83708], [-2.36807, -0.52186, 5.48035], [-2.46571, 0.98897, 5.31738], [-2.64033, 1.35758, 3.94775], [-3.06964, 2.69947, 3.69959], [-1.47569, -1.11433, 4.53508], [-2.38182, -1.83519, 7.06646], [-2.20083, -0.15985, 7.57277], [-0.78949, -0.93450, 6.88575], [-3.31126, -1.02115, 5.25850], [-1.65132, 1.51068, 5.82007], [-3.34373, 1.33170, 5.86486], [-2.48977, 3.53433, 4.09312], [-4.10450, 2.95741, 3.92457], [-3.12304, 2.90129, 2.62976], [-0.49529, -1.13208, 4.77713], [-1.54451, -0.44218, 3.78438]],
  "lowdin_charge": [-0.04, -0.48, -0.07, -0.08, 0.06, 0.06, 0.08, 0.11, 0.09, 0.08, 0.08, 0.10, -0.06, -0.44, -0.05, -0.09, 0.04, 0.08, 0.07, 0.14, 0.07, 0.06, 0.07, 0.08, -0.01, -0.38, -0.03, -0.09, 0.06, 0.07, 0.07, 0.11, 0.06, 0.06, 0.05, 0.07, -0.08, -0.17, -0.22, -0.21, -0.04, -0.24, -0.18, -0.21, -0.11, 0.09, 0.08, 0.08, 0.13, 0.10, 0.13, 0.08, 0.10, 0.11, 0.10, 0.12, 0.09, 0.09, 0.08, 0.08, -0.12, -0.17, -0.22, -0.07, 0.22, -0.11, -0.09, -0.19, -0.12, 0.10, 0.10, 0.10, 0.13, 0.14, 0.15, 0.16, 0.17, 0.15, 0.12, 0.11, 0.13, 0.07, 0.08, 0.10, -0.07, -0.46, -0.22, -0.23, -0.06, 0.05, 0.08, 0.06, 0.10, 0.12, 0.12, 0.14, 0.09, 0.07, 0.08, 0.06, 0.06, -0.03, -0.48, -0.20, -0.15, -0.12, 0.06, 0.07, 0.09, 0.05, 0.15, 0.13, 0.10, 0.08, 0.09, 0.09, 0.08, 0.05, -0.05, -0.46, -0.18, -0.20, -0.10, 0.06, 0.09, 0.08, 0.08, 0.13, 0.13, 0.13, 0.07, 0.09, 0.07, 0.04, 0.05]
}